{
  "formula": "C37H57N5O2PPdSe",
  "method": "ωB97M-V/def2-TZVPD",
  "homo_energy_ev": -2.98,
  "e_tot_ha": -4738.977767,
  "relative_energy_kj_mol": 168.5,
  "homo_lumo_gap_ev": 4.824,
  "charge": -1,
  "species": ["Pd", "C", "C", "C", "C", "C", "C", "C", "Se", "C", "C", "C", "C", "C", "C", "O", "C", "C", "C", "C", "C", "C", "C", "C", "C", "O", "C", "C", "C", "C", "C", "C", "H", "H", "H", "H", "H", "H", "H", "H", "H", "H", "H", "H", "H", "H", "H", "H", "H", "H", "H", "H", "H", "H", "H", "H", "H", "H", "H", "H", "H", "H", "H", "H", "H", "H", "H", "H", "H", "H", "H", "H", "N", "C", "C", "C", "N", "H", "H", "H", "H", "C", "N", "C", "N", "C", "N", "C", "P", "C", "C", "H", "H", "H", "H", "H", "H", "H", "H", "H", "H", "H", "H", "H"],
  "positions_angstrom": [[-0.5380, -1.7747, 1.1552], [3.5310, 4.4894, 1.0046], [4.4320, 3.2528, 1.1214], [5.6174, 3.4425, 0.1740], [4.9755, 3.1721, 2.5555], [3.6351, 1.9886, 0.8017], [2.4813, 1.6914, 1.5149], [1.7312, 0.5488, 1.2839], [0.1472, 0.3356, 2.3753], [-1.1586, 1.3777, 1.3947], [-1.0170, 2.7493, 1.4807], [-1.8964, 3.6284, 0.8589], [-2.9230, 3.0404, 0.1295], [-3.1129, 1.6700, -0.0057], [-2.2451, 0.7523, 0.6832], [-2.4401, -0.5150, 0.6708], [-4.3108, 1.2411, -0.8788], [-4.3764, -0.2509, -1.2206], [-4.2643, 1.9782, -2.2298], [-5.6176, 1.6068, -0.1577], [-1.6978, 5.1375, 0.9822], [-1.7071, 5.5487, 2.4616], [-0.3495, 5.5340, 0.3652], [-2.7964, 5.9248, 0.2667], [2.1389, -0.4306, 0.3244], [1.5214, -1.5410, 0.1208], [3.3165, -0.1045, -0.4334], [4.0100, 1.0688, -0.1775], [3.7742, -1.0650, -1.5368], [4.1371, -2.4356, -0.9416], [5.0120, -0.5596, -2.2822], [2.6521, -1.2205, -2.5782], [4.0970, 5.4016, 1.2189], [3.1113, 4.5672, -0.0003], [2.6985, 4.4399, 1.7076], [6.1487, 4.3630, 0.4301], [6.3267, 2.6153, 0.2472], [5.2890, 3.5195, -0.8647], [5.5336, 4.0785, 2.8126], [4.1627, 3.0564, 3.2742], [5.6403, 2.3124, 2.6637], [2.1368, 2.3670, 2.2913], [-0.1857, 3.1364, 2.0616], [-3.6310, 3.6913, -0.3682], [-3.4700, -0.5642, -1.7431], [-4.4702, -0.8675, -0.3314], [-5.2374, -0.4160, -1.8800], [-3.3343, 1.7442, -2.7522], [-5.1030, 1.6613, -2.8579], [-4.3222, 3.0612, -2.1206], [-5.6835, 1.0736, 0.7931], [-5.6715, 2.6767, 0.0537], [-6.4851, 1.3336, -0.7680], [-0.9222, 5.0346, 3.0182], [-1.5470, 6.6268, 2.5653], [-2.6636, 5.2931, 2.9225], [0.4751, 5.0145, 0.8536], [-0.3220, 5.2696, -0.6940], [-0.1787, 6.6115, 0.4609], [-3.7828, 5.7004, 0.6793], [-2.6168, 6.9967, 0.3847], [-2.8153, 5.7031, -0.8025], [4.8961, 1.2741, -0.7615], [4.9952, -2.3372, -0.2715], [3.3015, -2.8353, -0.3707], [4.4114, -3.1344, -1.7410], [5.8718, -0.4524, -1.6164], [5.2791, -1.2805, -3.0601], [4.8301, 0.4023, -2.7669], [1.7162, -1.4930, -2.0925], [2.4966, -0.2762, -3.1058], [2.9216, -1.9828, -3.3197], [-0.5508, -3.9149, 3.1576], [-0.8588, -4.0513, 4.4541], [-0.8173, -5.4006, 4.7440], [-0.4661, -5.9981, 3.5244], [-0.3039, -5.0897, 2.5659], [-0.4891, -2.9951, 2.6152], [-1.0803, -3.1896, 5.0609], [-1.0098, -5.8759, 5.6902], [-0.3226, -7.0444, 3.3014], [-0.4879, -5.3573, -2.6640], [-0.3115, -5.1387, -1.1739], [-1.6515, -5.4133, -0.4781], [-2.6918, -4.6300, -1.0414], [-2.7822, -4.8593, -2.4738], [-1.5417, -4.5586, -3.1859], [-1.2251, -3.1110, -3.0887], [-0.9914, -2.3851, -1.3374], [0.1999, -3.7513, -0.8743], [-2.5510, -3.1974, -0.7072], [-0.7093, -6.4194, -2.7960], [0.4626, -5.1085, -3.1367], [0.3663, -5.8086, -0.8122], [-1.4939, -5.1956, 0.5779], [-1.8434, -6.4785, -0.6332], [-3.5758, -4.2349, -2.8820], [-3.0337, -5.9109, -2.6457], [-2.0332, -2.5609, -3.5784], [-0.3155, -2.9197, -3.6663], [0.4127, -3.7125, 0.1970], [1.1429, -3.6233, -1.4076], [-3.4068, -2.6597, -1.1163], [-2.5990, -3.0741, 0.3776]],
  "lowdin_charge": [0.166, -0.060, -0.563, -0.078, -0.056, -0.196, -0.106, -0.387, 1.066, -0.386, -0.102, -0.196, -0.015, -0.092, -0.395, -0.219, -0.530, -0.088, -0.065, -0.055, -0.562, -0.057, -0.051, -0.078, -0.389, -0.239, -0.095, 0.002, -0.534, -0.053, -0.086, -0.052, 0.078, 0.089, 0.065, 0.077, 0.081, 0.085, 0.076, 0.077, 0.085, 0.084, 0.084, 0.082, 0.065, 0.071, 0.078, 0.089, 0.074, 0.065, 0.088, 0.073, 0.075, 0.074, 0.075, 0.086, 0.059, 0.090, 0.078, 0.083, 0.077, 0.081, 0.076, 0.084, 0.063, 0.073, 0.080, 0.077, 0.082, 0.038, 0.088, 0.075, -0.047, -0.121, -0.102, -0.200, -0.006, 0.052, 0.113, 0.078, 0.085, -0.145, -0.068, -0.126, -0.145, -0.186, -0.155, -0.314, 0.993, -0.287, -0.315, 0.131, 0.136, 0.172, 0.103, 0.134, 0.130, 0.124, 0.076, 0.074, 0.060, 0.083, 0.065, 0.077]
}



{
  "formula": "C6H10ClI",
  "method": "ωB97M-V/def2-TZVPD",
  "smiles": "Cl[C@@H]1CCCC[C@@H]1I",
  "homo_energy_ev": -9.35,
  "e_tot_ha": -992.515033,
  "homo_lumo_gap_ev": 9.835,
  "species": ["Cl", "C", "C", "C", "C", "C", "C", "I", "H", "H", "H", "H", "H", "H", "H", "H", "H", "H"],
  "positions_angstrom": [[-2.5282, -0.9986, 1.4411], [-0.9373, -0.8345, 0.6850], [-0.1634, 0.2757, 1.4304], [1.2131, 0.5193, 0.8189], [1.0693, 0.7557, -0.6832], [0.3109, -0.3936, -1.4559], [-1.0806, -0.5852, -0.8326], [-2.4125, 1.0905, -1.3430], [-0.4180, -1.7831, 0.8377], [-0.6752, 1.2021, 1.4397], [-0.0320, 0.0021, 2.5064], [1.8138, -0.3461, 0.9830], [1.6822, 1.3892, 1.2693], [2.0865, 0.8097, -1.0848], [0.5602, 1.7282, -0.8165], [0.2059, -0.0926, -2.4949], [0.8628, -1.2714, -1.4146], [-1.5575, -1.4675, -1.2861]],
  "nbo_charge": [-0.046, -0.233, -0.419, -0.399, -0.400, -0.441, -0.275, 0.060, 0.224, 0.217, 0.220, 0.190, 0.216, 0.210, 0.211, 0.226, 0.209, 0.229]
}



{
  "formula": "C2H5B",
  "method": "ωB97M-V/def2-TZVPD",
  "smiles": "BC=C",
  "homo_energy_ev": -10.04,
  "e_tot_ha": -103.927951,
  "relative_energy_kj_mol": 169.1,
  "homo_lumo_gap_ev": 9.803,
  "species": ["B", "C", "C", "H", "H", "H", "H", "H"],
  "positions_angstrom": [[1.5057, -0.1272, -0.0626], [-0.3635, -0.0407, 0.3907], [-1.3973, -0.0160, -0.3895], [1.8664, 0.8860, -0.5259], [2.3337, -0.7879, 0.4630], [-0.4718, -0.0138, 1.4204], [-2.3018, 0.0731, 0.1365], [-1.1713, 0.0264, -1.4325]],
  "nbo_charge": [0.453, -0.397, -0.429, -0.112, -0.100, 0.180, 0.204, 0.201]
}



{
  "formula": "CH6NOS",
  "method": "ωB97M-V/def2-TZVPD",
  "homo_energy_ev": -3.10,
  "e_tot_ha": -569.911259,
  "relative_energy_kj_mol": 40.6,
  "homo_lumo_gap_ev": 7.246,
  "charge": -1,
  "species": ["S", "H", "N", "C", "O", "H", "H", "H", "H", "H"],
  "positions_angstrom": [[-2.0727, 0.2882, 1.4321], [-3.1561, 1.0449, 1.6606], [0.0468, -0.7575, -0.9806], [1.2538, -0.2004, -0.3908], [1.1055, 0.3559, 0.8877], [-0.2169, -0.2940, -1.8315], [-0.8144, -0.6326, -0.4251], [1.9771, -1.0150, -0.2444], [1.6815, 0.5021, -1.1139], [0.1954, 0.7085, 1.0060]],
  "nbo_charge": [-1.048, 0.100, -0.902, 0.120, -0.767, 0.341, 0.412, 0.125, 0.110, 0.509]
}



{
  "formula": "C2H3NO",
  "method": "ωB97M-V/def2-TZVPD",
  "smiles": "O=C1CN1",
  "homo_energy_ev": -9.69,
  "e_tot_ha": -207.921791,
  "relative_energy_kj_mol": 199.2,
  "homo_lumo_gap_ev": 10.604,
  "species": ["O", "C", "C", "N", "H", "H", "H"],
  "positions_angstrom": [[2.1660, 1.1905, -1.1023], [1.1566, 0.8011, -0.5235], [0.3894, -0.3439, -0.0466], [0.1451, 1.0595, 0.2995], [-0.1549, -0.7628, -0.7736], [0.8053, -0.9830, 0.6221], [-0.5607, 1.6225, 0.0312]],
  "nbo_charge": [-0.539, 0.685, -0.333, -0.595, 0.190, 0.203, 0.389]
}



{
  "formula": "C3H9NO3S",
  "method": "ωB97M-V/def2-TZVPD",
  "smiles": "O=C(O)NCCS.O",
  "homo_energy_ev": -9.14,
  "e_tot_ha": -798.391790,
  "relative_energy_kj_mol": 27.3,
  "homo_lumo_gap_ev": 9.113,
  "species": ["O", "C", "O", "N", "C", "C", "S", "H", "H", "H", "H", "H", "H", "H", "O", "H", "H"],
  "positions_angstrom": [[0.6553, -1.8951, 1.0270], [1.1687, -0.8405, 0.7921], [2.5026, -0.7283, 0.7147], [0.4289, 0.3388, 0.6969], [-0.9930, 0.2060, 0.8326], [-1.7333, -0.3359, -0.3892], [-3.5255, -0.0418, -0.3504], [2.7468, 0.1586, 0.3962], [0.8835, 1.0317, 0.1139], [-1.3981, 1.1941, 1.0705], [-1.2021, -0.4129, 1.7026], [-1.5921, -1.4100, -0.4785], [-1.3270, 0.1291, -1.2883], [-3.9557, -1.2469, 0.0381], [2.4288, 1.3711, -1.1895], [2.9683, 1.7312, -1.9202], [1.9439, 0.7508, -1.7685]],
  "nbo_charge": [-0.629, 0.876, -0.681, -0.672, -0.233, -0.531, -0.051, 0.498, 0.402, 0.202, 0.228, 0.242, 0.205, 0.130, -0.956, 0.491, 0.479]
}